5
Properties=species:S:1:pos:R:3 method="wB97M-V/def2-TZVPD" total_charge=-1 orbital_gap_ha=0.3068 lumo_ev=5.65 de_lowest_kj_mol=65.0
H 1.373 -0.094 -0.921
H -0.665 -0.137 -0.100
H -0.019 1.135 0.669
O 0.895 -0.804 -0.410
O -0.981 0.691 0.454



89
Properties=species:S:1:pos:R:3 method="wB97M-V/def2-TZVPD" total_charge=+1 orbital_gap_ha="0.2419 / 0.2948" lumo_ev="-2.00 / -2.06" s_squared=2.01 de_lowest_kj_mol=64.2 multiplicity=3
C -2.755 -4.282 2.410
H -0.904 -2.674 -1.626
H -4.761 -3.848 1.771
C -0.951 0.530 -3.492
H 4.034 -0.517 -3.206
C 3.119 2.462 -1.158
H 2.015 4.396 3.771
C -3.374 -2.356 1.130
C 1.253 -0.487 -2.545
N 1.065 -1.327 1.477
H 2.696 -2.765 3.778
H -4.799 3.858 1.879
H 2.626 3.402 -0.907
H 4.540 0.431 1.926
H -1.610 3.467 1.694
C -3.842 2.006 2.383
C -2.052 -1.905 1.109
C 4.294 -0.290 1.145
C 0.300 -2.151 2.098
H -5.269 -1.252 -3.435
H 4.561 0.100 -1.653
C -3.122 0.916 1.912
H 2.765 4.876 2.201
H -0.977 4.205 0.332
H -4.121 2.052 3.427
H 1.950 -1.771 -4.108
C 3.606 -1.500 1.733
C -4.224 3.018 1.513
H 4.453 -2.981 0.403
P -1.683 -0.503 -0.025
H 0.379 3.540 -3.051
C -4.311 -1.564 -3.044
H 2.840 -2.438 -0.071
H -0.703 -4.393 2.971
H 3.708 3.995 3.424
H 3.037 -3.550 1.280
C -3.752 -0.875 -1.976
H -4.088 -3.187 -4.428
C 1.243 2.647 1.777
C 1.259 -1.805 -3.261
H 2.282 -0.068 2.631
H 4.226 -1.819 2.582
C 0.273 0.530 -2.626
H 3.687 2.150 -0.281
O 1.037 1.536 1.304
H 1.789 -1.414 4.503
C 2.722 4.121 2.986
H -4.298 -0.047 -1.545
C 0.799 1.705 -2.031
C -1.090 -2.632 1.806
C 2.128 1.434 -1.626
O 2.391 2.842 2.435
H -1.815 1.000 -3.024
N 0.381 3.678 1.683
H 1.587 -2.628 -2.621
H -0.732 1.102 -4.397
H 3.900 -1.518 -1.769
C 2.419 0.075 -1.947
H -1.910 -3.903 -3.493
H -4.131 -1.793 0.598
C 0.159 3.057 -2.095
C -3.877 2.939 0.170
N -0.839 3.491 1.036
H 0.524 3.725 -1.313
H 0.278 -2.068 -3.654
C -3.730 -3.522 1.777
H -2.874 1.818 -1.340
H -4.178 3.716 -0.519
H 5.215 -0.571 0.635
C 1.950 -1.991 3.594
H -3.010 -5.211 2.895
C -2.777 0.825 0.567
C -1.451 -3.827 2.440
H 3.665 0.224 0.419
H 0.566 4.526 2.203
C 3.794 -0.499 -2.138
H -0.926 3.006 -2.000
C -2.428 -3.051 -3.075
H 3.844 2.691 -1.944
H -2.850 0.124 2.599
C -2.515 -1.253 -1.469
Ti 0.835 0.089 -0.229
O 0.716 -2.641 3.276
C -1.865 -2.355 -2.020
C 3.477 -2.682 0.784
H -1.259 -0.469 -3.795
C -3.151 1.854 -0.295
C 2.267 -1.129 2.367
C -3.650 -2.649 -3.599



16
Properties=species:S:1:pos:R:3 method="wB97M-V/def2-TZVPD" total_charge=+1 orbital_gap_ha=0.3252 lumo_ev=-4.76 de_lowest_kj_mol=356.6
N -1.520 1.963 -0.101
N -1.932 -0.315 0.069
N 0.794 -2.396 -0.153
N -1.328 -1.557 0.039
C -1.125 0.704 0.085
N -3.312 -0.302 0.019
H 1.698 -2.064 -0.239
O -3.760 0.771 -0.166
H -0.847 2.688 0.092
H -2.462 2.285 0.036
H 0.766 0.208 1.058
H 0.675 -3.428 -0.188
O -3.750 -1.368 0.111
C 0.336 0.168 0.130
C -0.059 -1.354 0.046
H 0.906 0.371 -0.790